Here is a cluster of 2 separate species, C10H16 in total from OMol25. Energies are from ωB97M-V with the def2-TZVPD basis set.

As for the expectation value of S²: 0.760. The HOMO energy (alpha / beta) comes out at 1.0 / -3.3 eV. The calculation puts the energy above the lowest of the compared OMol25 structures with the same formula, charge and spin at 0.598 eV. The calculation puts the HOMO-LUMO gap (alpha / beta) at 2.61 / 6.89 eV. The total energy comes out at -10627.713 eV.

Structure (ORCA input):
```
! wB97M-V def2-TZVPD RIJCOSX def2/J DEFGRID3
* xyz -1 2
C 2.3764 -0.3413 1.1378
C 3.8828 -0.5521 0.8616
C 1.8833 -1.2612 2.2686
H 1.7693 -0.5155 0.2462
H 2.1384 0.7144 1.2976
H 4.0083 -1.5492 0.4327
H 4.1949 0.1917 0.1372
H 0.8169 -1.4529 2.1929
H 4.3927 -0.5836 1.8214
H 2.1159 -0.7275 3.1876
H 2.2765 -2.2705 2.1160
C -3.7213 1.9494 -0.8851
C -0.3436 -0.7333 -1.1546
C -0.2849 0.5587 -1.8201
C -1.4683 -1.1503 -0.5116
C -1.4319 1.3685 -1.7156
C -2.6265 -0.3150 -0.4899
C -2.5996 0.9556 -1.0853
H 0.6035 -1.2627 -1.1578
H 0.6440 0.8718 -2.2779
H -1.4171 -2.0096 0.1521
H -1.4804 2.3865 -2.1061
H -3.5580 -0.7081 -0.0829
H -4.5687 1.3871 -0.4688
H -4.0815 2.2579 -1.8719
H -3.5213 2.7912 -0.2238
*
```